[1]
{"formula": "C2H2BrNO2", "method": "ωB97M-V/def2-TZVPD", "e_above_lowest_ev": 3.130, "total_energy_ev": -77730.2048, "smiles": "O=C/[N+]([O-])=C\\Br", "orbital_gap_ev": [8.31, 8.31], "elements": ["O", "C", "N", "O", "C", "Br", "H", "H"], "xyz": [[-2.17345, -1.52819, 0.40417], [-1.17372, -1.17196, -0.08806], [-0.65303, 0.26820, 0.23210], [-1.63790, 1.04735, 0.27612], [0.56553, 0.74712, 0.51184], [2.13337, -0.16461, 0.11566], [-0.44498, -1.75136, -0.66642], [0.60399, 1.83173, 0.49562]]}

=====

[2]
{"formula": "C2H2BrO2S", "method": "ωB97M-V/def2-TZVPD", "e_above_lowest_ev": 3.191, "total_energy_ev": -87078.1589, "orbital_gap_ev": 5.68, "charge": -1, "elements": ["C", "C", "O", "O", "S", "Br", "H", "H"], "xyz": [[-0.89742, -0.03316, 2.63632], [-1.09347, 0.85361, 1.57121], [-0.27152, -0.28098, 3.60038], [-2.12827, -0.01713, 2.18377], [0.27789, 0.08772, -1.63390], [-1.55985, 2.92723, 1.82927], [-0.90919, 0.77982, 0.52472], [-0.35973, -1.23157, -1.34855]]}

=====

[3]
{"formula": "C2H2Cl2NOP", "method": "ωB97M-V/def2-TZVPD", "e_above_lowest_ev": 2.054, "total_energy_ev": -39976.6876, "smiles": "ClC1(Cl)N=COP1", "orbital_gap_ev": 10.88, "elements": ["Cl", "C", "Cl", "N", "C", "O", "P", "H", "H"], "xyz": [[1.08807, -2.28657, -0.55895], [0.34749, -0.66871, -0.68571], [0.29968, -0.15033, -2.31501], [1.10321, 0.39686, 0.10958], [0.35993, 0.88648, 1.02529], [-0.81799, 0.28351, 1.36025], [-1.43990, -0.57267, 0.06563], [0.62816, 1.67904, 1.78340], [-1.56864, 0.43239, -0.78449]]}

=====

[4]
{"formula": "C2H2Cl2O2S", "method": "ωB97M-V/def2-TZVPD", "e_above_lowest_ev": 1.483, "total_energy_ev": -42079.6700, "orbital_gap_ev": 9.80, "elements": ["C", "C", "O", "O", "S", "Cl", "Cl", "H", "H"], "xyz": [[-1.16523, -0.82711, 1.13218], [1.91326, 0.60859, -0.72957], [-2.05489, -0.05490, -1.21645], [2.93962, 0.05132, -0.54881], [-1.87674, 0.27266, 0.15452], [1.01224, 0.49506, -2.16809], [1.27066, 1.82654, 0.34711], [-1.24771, -0.64739, 2.17357], [-0.79121, -1.72479, 0.85554]]}

=====

[5]
{"formula": "C2H2Cl3FSi", "method": "ωB97M-V/def2-TZVPD", "e_above_lowest_ev": 2.973, "total_energy_ev": -50269.3141, "orbital_gap_ev": 8.20, "elements": ["C", "C", "F", "Si", "Cl", "Cl", "Cl", "H", "H"], "xyz": [[-0.25060, 1.19486, 1.06396], [-0.16878, -0.14137, 0.86750], [-0.27472, -1.05224, 1.93204], [0.17636, -1.06174, -0.78348], [-1.23151, -1.91992, -1.76597], [0.28193, 1.35022, -2.71412], [2.02916, -1.68855, -0.71077], [-0.03998, 1.75854, 0.05474], [-0.52187, 1.56021, 2.05610]]}

=====

[6]
{"formula": "C2H2Cl4", "method": "ωB97M-V/def2-TZVPD", "e_above_lowest_ev": 2.343, "total_energy_ev": -52189.6390, "orbital_gap_ev": [5.86, 6.32], "spin_multiplicity": 3, "elements": ["C", "C", "Cl", "Cl", "Cl", "Cl", "H", "H"], "xyz": [[-0.18838, -0.60755, -0.44761], [-0.13883, 0.59200, 0.46391], [1.29837, -0.57999, -1.45754], [-0.18009, -2.10848, 0.43899], [1.34116, 0.59659, 1.46437], [-0.18130, 2.06464, -0.55149], [-1.02077, -0.45761, -1.01239], [-0.93015, 0.50040, 1.10177]]}